[1]
This record from the OMol25 dataset describes a molecular structure, C25H43Cl2F3N3O6SiV at a distorted geometry. The level of theory is ωB97M-V/def2-TZVPD.

The value obtained for the LUMO energy (alpha / beta) is 0.33 / 0.32 eV. The value obtained for the highest occupied orbital energy (alpha / beta) is -0.301 / -0.314 hartree. The value obtained for the energy relative to the best compared isomer or geometry (same formula, charge and spin) is 0.0 kcal/mol. The largest force on an atom is 2.56 eV/Å. The expectation value of S² is 2.0096.

The geometry in ORCA input format:
```
! RIJCOSX wB97M-V def2-TZVPD def2/J DEFGRID3
* xyz 0 3
C -7.1085 -2.9542 2.5631
C -7.3527 -4.4003 2.2645
H -7.9634 -2.3493 2.2546
H -6.2158 -2.5954 2.0387
H -6.9502 -2.7843 3.6377
C -8.5618 -4.9316 2.0340
C -9.8415 -4.1894 2.1986
H -8.6634 -5.9804 1.7478
H -9.7951 -3.1778 1.7724
H -10.1455 -4.0964 3.2537
H -10.6419 -4.7341 1.6877
V -0.4200 -0.2241 0.0322
Cl -2.2968 -0.7257 1.1829
C 0.3614 -2.8585 0.8721
O 0.1624 -2.1545 -0.1736
N 0.5640 -4.1689 0.7924
C 0.5580 -4.8586 -0.4967
C 0.5577 -4.9837 1.9959
H 0.3829 -2.4079 1.8811
H 0.7990 -4.1437 -1.2883
H -0.4286 -5.3171 -0.6887
H 1.3135 -5.6545 -0.4602
H 0.6660 -4.3242 2.8630
H 1.3912 -5.6898 1.9826
H -0.3742 -5.5570 2.1015
H 4.5170 -0.3338 -2.5199
H 5.3367 1.7256 -0.9624
C 3.6974 0.3640 -2.7432
C 4.3729 2.1875 -1.2210
N 3.3879 1.1726 -1.5688
H 2.8230 -0.1797 -3.0883
C 2.2969 0.9790 -0.8193
O 1.4467 0.0759 -1.0434
H 3.9981 2.7652 -0.3693
H 2.1839 1.6915 0.0214
H 4.0594 1.0427 -3.5262
H 4.5394 2.8552 -2.0768
H -4.1804 2.1916 -1.2381
H -4.0916 -0.5380 -1.0316
C -3.6940 2.0892 -2.2176
C -3.9405 -0.3874 -2.1180
N -3.0880 0.7716 -2.3685
H -2.9146 2.8499 -2.3116
C -1.7680 0.6285 -2.2436
O -1.2230 -0.4336 -1.7846
H -3.4695 -1.2847 -2.5423
H -1.1338 1.4754 -2.5476
H -4.4544 2.2306 -2.9901
H -4.9098 -0.2061 -2.5961
O -5.4584 -4.8604 0.9383
C -6.0791 -5.2411 2.1648
C -6.7063 -7.5774 1.2722
C -6.3156 -6.7370 2.3185
H -6.7700 -7.1687 0.2588
C -7.0306 -8.9088 1.5570
H -5.4306 -4.9152 2.9963
C -6.1980 -7.2380 3.6252
H -7.3247 -9.5676 0.7355
C -6.9843 -9.3901 2.8691
C -6.5626 -8.5514 3.9111
H -5.8528 -6.5415 4.3993
H -7.2674 -10.4195 3.0904
H -6.5081 -8.9100 4.9432
Si -3.9893 -4.9851 0.1645
Cl -1.0130 2.0335 -0.0133
C -4.3548 -5.5951 -1.5624
C -2.9333 -6.2498 1.0515
C -3.3044 -3.2756 0.1178
H -4.9874 -6.4953 -1.5066
H -3.4127 -5.8441 -2.0766
H -4.8912 -4.8233 -2.1358
H -4.0390 -2.5772 -0.2972
H -2.3784 -3.1715 -0.4592
H -3.0945 -2.9420 1.1387
H -3.5005 -7.1922 1.1164
H -2.6825 -5.9270 2.0737
H -2.0023 -6.4483 0.4969
F 2.2204 2.0513 3.7952
C 1.8484 0.7546 3.6138
F 2.8982 0.0843 3.0528
F 1.5972 0.2008 4.8347
C 0.5385 0.7092 2.7077
O -0.4101 1.3665 3.1013
O 0.6461 -0.0328 1.6451
*
```

Atomic partial charges in e from the Löwdin method, atoms 1 to 5: -0.03, -0.23, 0.07, 0.08, 0.09

=====

[2]
This record from the OMol25 dataset describes a molecular structure, C33H29IrN8O2 at a distorted geometry. The level of theory is ωB97M-V/def2-TZVPD.

The value obtained for the LUMO energy is -6.88 eV. The value obtained for the highest occupied orbital energy is -0.453 hartree. The value obtained for the energy relative to the best compared isomer or geometry (same formula, charge and spin) is 0.0 kcal/mol. The largest force on an atom is 1.61 eV/Å.

The geometry in ORCA input format:
```
! RIJCOSX wB97M-V def2-TZVPD def2/J DEFGRID3
* xyz 2 1
Ir -0.7474 -0.2008 0.2336
C -2.2397 0.4823 1.8738
C -1.2128 -0.2235 2.5312
C -0.8413 -1.5119 2.1074
C -1.5763 -2.1440 1.0749
C -2.6141 -1.4668 0.4092
C -2.9135 -0.1314 0.7977
H -2.5036 1.4899 2.1632
H -0.6473 0.2496 3.3246
H -0.0115 -2.0252 2.5715
H -1.2697 -3.1252 0.7363
H -3.1502 -1.9378 -0.4016
H -3.6615 0.4210 0.2440
C 6.5255 0.9372 6.4597
O 5.8676 0.1370 5.4788
C 5.9807 0.4936 4.1915
C 6.6790 1.6091 3.7345
C 6.7395 1.8551 2.3732
C 6.0836 1.0401 1.4553
C 5.4048 -0.0962 1.9226
C 5.3588 -0.3628 3.2693
N 6.2999 1.4234 0.1026
N 5.6356 1.0266 -0.8676
C 4.3556 0.4173 -0.7503
C 4.0989 -0.7001 -1.5086
C 2.8414 -1.3295 -1.5423
C 1.8051 -0.7814 -0.8331
O 0.5547 -1.2848 -0.8021
C 2.0277 0.4083 -0.1118
N 0.9214 0.9336 0.5031
C 1.0120 2.0773 1.1609
C 2.2164 2.7780 1.2380
C 3.3385 2.2720 0.6320
C 3.2832 1.0415 -0.0517
H 6.3017 0.4776 7.4164
H 6.1463 1.9605 6.4474
H 7.6047 0.9383 6.3000
H 7.1972 2.2641 4.4184
H 7.3100 2.6928 1.9932
H 4.9593 -0.8025 1.2372
H 4.8729 -1.2516 3.6491
H 4.9143 -1.1147 -2.0875
H 2.6941 -2.2270 -2.1274
H 0.1132 2.4573 1.6285
H 2.2422 3.7205 1.7650
H 4.2645 2.8297 0.6684
C -1.1704 -0.7597 -3.2699
C -1.2806 0.6011 -2.6821
N -1.0836 0.9640 -1.4107
C -1.3198 2.3266 -1.3185
C -1.6417 2.7867 -2.5459
N -1.6088 1.6971 -3.3845
C -1.9073 1.7854 -4.8305
N -1.1601 2.8288 -5.4261
N -1.7503 4.0565 -5.5873
N -0.8931 4.8737 -6.0347
C 0.3194 4.2202 -6.1809
C 1.5508 4.6904 -6.6424
C 2.5906 3.7904 -6.6698
C 2.4200 2.4542 -6.2545
C 1.2093 1.9769 -5.8004
C 0.1605 2.8975 -5.7782
H -0.8091 -1.4620 -2.5266
H -0.4583 -0.7607 -4.0964
H -2.1341 -1.0945 -3.6569
H -1.2146 2.8688 -0.3967
H -1.8747 3.7747 -2.9067
H -2.9628 2.0206 -4.9521
H -1.6867 0.8241 -5.2885
H 1.6672 5.7155 -6.9650
H 3.5624 4.1053 -7.0235
H 3.2666 1.7824 -6.3043
H 1.0891 0.9432 -5.5015
*
```

Atomic partial charges in e from the Löwdin method, atoms 1 to 5: 1.50, -0.10, -0.08, -0.10, -0.09

=====

[3]
This record from the OMol25 dataset describes a molecular structure, C3HBr3Cl2 at a distorted geometry. The level of theory is ωB97M-V/def2-TZVPD.

The value obtained for the LUMO energy is -0.23 eV. The value obtained for the highest occupied orbital energy is -0.357 hartree. The value obtained for the energy relative to the best compared isomer or geometry (same formula, charge and spin) is 24.3 kcal/mol. The largest force on an atom is 4.36 eV/Å.

The geometry in ORCA input format:
```
! RIJCOSX wB97M-V def2-TZVPD def2/J DEFGRID3
* xyz 0 1
C 1.0740 -0.6206 0.7762
C 0.4501 -0.3133 -0.3798
C -1.0630 0.7903 -0.2930
Cl 2.2682 -1.8815 0.7066
Cl 0.7882 -0.9211 -1.9257
Br -2.5174 -0.4217 -0.4064
Br -0.9429 1.6321 1.4637
Br -1.1069 2.0525 -1.6916
H 1.0498 -0.3167 1.7500
*
```

Atomic partial charges in e from the natural (NBO) method, atoms 1 to 5: -0.26, -0.07, -0.42, 0.00, 0.09

=====

[4]
This record from the OMol25 dataset describes a single C7H13NO2S molecule at a distorted geometry. The level of theory is ωB97M-V/def2-TZVPD.

The value obtained for the LUMO energy (alpha / beta) is 0.53 / -2.89 eV. The value obtained for the highest occupied orbital energy (alpha / beta) is -0.157 / -0.367 hartree. The value obtained for the energy relative to the best compared isomer or geometry (same formula, charge and spin) is 17.6 kcal/mol. The largest force on an atom is 4.63 eV/Å. The expectation value of S² is 2.0040.

The geometry in ORCA input format:
```
! RIJCOSX wB97M-V def2-TZVPD def2/J DEFGRID3
* xyz 0 3
C -1.8293 0.1767 0.2112
C 0.2384 1.7860 0.1083
C 1.8240 1.5365 -0.0100
C -0.4936 0.4738 -0.3331
C 0.4574 -0.7072 0.3105
C 0.1841 -1.9806 -0.4723
C 0.1109 -0.9166 1.7851
N -0.4819 0.3326 -1.7683
O -2.5655 -0.5605 -0.5939
O -2.1897 0.4804 1.3200
S 2.1765 -0.1914 -0.0469
H -0.0534 1.7995 1.2101
H -0.2052 2.6072 -0.5457
H 2.3104 1.8521 -0.8894
H 2.3270 2.0035 0.8092
H 0.9797 -2.5714 -0.7115
H -0.1651 -1.5750 -1.4516
H -0.6313 -2.5664 0.0285
H 0.8826 -1.6062 2.1704
H -0.8531 -1.2469 2.1523
H 0.4205 0.0077 2.3608
H -0.6874 1.2685 -2.1190
H -2.1892 -0.5064 -1.5077
H 0.4332 0.1040 -2.0172
*
```

Atomic partial charges in e from the natural (NBO) method, atoms 1 to 5: 0.75, -0.44, -0.71, -0.01, -0.28